[1]
The following is a DFT calculation (the ωB97M-V functional and the def2-TZVPD basis) of a molecular structure, C28H40BBrCaI2N7OS3Sb.

Its gap between HOMO and LUMO is 7.1 eV. The LUMO energy is -0.41 eV.

Geometry (Å):
Ca -0.69766 -0.06890 0.71335
C 3.01436 4.72847 -0.59717
C 3.58913 3.55293 -1.49279
N 3.51226 2.20252 -0.84572
C 4.78839 1.56002 -0.64079
C 5.67704 2.14620 0.47784
C 2.29443 1.60838 -0.77743
S 2.05955 0.04512 0.05481
N 1.36082 2.14695 -1.62000
C 0.05412 2.12123 -1.36788
O -0.49247 1.86818 -0.26740
C -0.78417 2.44027 -2.56534
C -2.18390 2.67889 -2.39805
C -3.01123 3.00340 -3.49668
C -2.41753 3.11984 -4.78834
C -1.05811 2.82429 -4.97516
C -0.25612 2.47389 -3.88061
H 3.47027 5.71093 -1.00862
H 3.37407 4.63893 0.42851
H 1.98963 4.84012 -0.68614
H 4.70090 3.68605 -1.58657
H 3.15533 3.54508 -2.46088
H 5.41285 1.68860 -1.54794
H 4.65586 0.56748 -0.39534
H 5.95529 3.16510 0.19915
H 6.62874 1.57808 0.46293
H 5.23001 2.18572 1.50012
H -2.63983 2.59598 -1.42749
H -4.09952 3.25437 -3.40534
H -3.11209 3.29984 -5.60533
H -0.53532 2.79509 -5.91525
H 0.77396 2.16480 -3.99575
C -4.90632 -3.80476 1.62888
N -4.65877 -3.24360 0.31202
C -5.12017 -3.73352 -0.84934
C -4.67278 -2.95147 -1.87624
N -3.92377 -1.92049 -1.24993
B -3.32486 -0.61381 -1.78925
N -1.93813 -0.87174 -2.58686
C -1.80931 -0.49510 -3.86196
C -0.58848 -0.91388 -4.32524
N 0.01143 -1.56709 -3.25355
C 1.21995 -2.26565 -3.29513
C -0.83573 -1.59917 -2.19888
S -0.57009 -2.49301 -0.71063
C -3.96856 -2.10464 0.08619
S -3.30868 -1.15784 1.40410
H -4.00368 -4.24004 2.10689
H -5.79724 -4.56313 1.68036
H -5.08827 -2.97838 2.31169
H -5.68038 -4.65861 -0.89968
H -4.93319 -2.85784 -2.90616
H -3.08908 0.28975 -0.92880
H -4.05654 -0.08570 -2.66569
H -2.66270 0.09942 -4.26474
H -0.07978 -0.73342 -5.25953
H 1.15909 -3.20903 -3.80341
H 1.64404 -2.37980 -2.28616
H 1.93147 -1.59989 -3.76837
I 3.08225 0.48754 2.49894
I 3.90396 1.25018 4.99402
Br 0.86530 3.24422 2.22508
C 0.03804 2.14220 3.45271
C 0.41697 2.21777 4.76927
C -0.18758 1.36755 5.65912
C -1.27356 0.56863 5.26841
C -1.58549 0.58002 3.93448
N -0.92189 1.30448 3.02425
H 1.18100 2.95395 5.05395
H 0.13531 1.42226 6.71897
H -1.66843 -0.12937 5.97071
H -2.35427 -0.10091 3.53061
C 1.44480 -2.62171 4.72429
Sb 0.75334 -2.49571 2.66795
C -0.17430 -4.36309 2.64455
C 2.62910 -3.29369 1.92754
H 2.02414 -3.55059 4.84040
H 0.59861 -2.38589 5.37851
H 2.13310 -1.79474 4.79829
H -0.99030 -4.37996 1.87452
H -0.75965 -4.56315 3.58773
H 0.53934 -5.16745 2.43867
H 2.94498 -4.05345 2.56627
H 3.34745 -2.53358 1.79738
H 2.51925 -3.62089 0.81406

Atomic partial charges in e from the Mulliken method, atoms 1 to 8: 1.9844, -1.1040, -0.6069, 0.5655, -1.0904, -1.0216, -0.0535, -0.2123

***

[2]
The following is a DFT calculation (the ωB97M-V functional and the def2-TZVPD basis) of a molecular structure, C30H47FHfP2.

The net charge is +2. Its gap between HOMO and LUMO (alpha / beta) is 3.2 / 3.2 eV. The LUMO energy (alpha / beta) is -8.04 / -8.04 eV.

Geometry (Å):
Hf -0.95425 1.23445 1.28159
C 0.71030 0.30060 3.45815
C 1.59019 0.85807 2.51086
C -0.09409 2.42300 2.95540
C -0.37214 1.21171 3.66194
C 1.08069 2.14838 2.10464
C 0.97600 -0.83299 4.38897
H 1.80780 -1.47329 4.06332
H 0.08212 -1.45563 4.50465
H 1.23956 -0.45183 5.38940
C -1.36879 1.17000 4.79284
H -1.46276 0.15703 5.22267
H -2.36613 1.49684 4.44534
H -1.05574 1.86392 5.60644
C -0.90241 3.66286 3.05425
H -1.64191 3.59127 3.83777
H -1.45752 3.88425 2.14680
H -0.21523 4.47279 3.33192
C 1.88149 3.16861 1.32162
H 2.37926 3.90060 1.98825
H 1.25908 3.73423 0.60962
H 2.67419 2.68029 0.72920
C 3.00667 0.42386 2.34398
H 3.63012 0.81113 3.16830
H 3.46444 0.76021 1.40477
H 3.08273 -0.66753 2.37992
C 1.01301 -3.24587 0.20057
C 2.17649 -2.60841 0.52142
C 3.27048 -2.13316 -0.39689
C 2.97916 -1.96172 -1.92833
C 2.10928 -0.77687 -2.12011
C 0.75777 -0.59561 -1.81738
C -0.12460 -1.31436 -0.73548
C 0.11666 -2.82007 -0.91326
H 4.17493 -2.75960 -0.31380
H 2.63723 -2.86106 -2.46521
H 3.53067 -1.12142 -0.04814
H 0.61966 -2.93430 -1.88194
H 0.71616 -4.19201 0.61835
H 2.25074 -2.15470 1.53694
H -0.81356 -3.39977 -1.04163
H 0.05115 -1.00075 0.31031
H 0.62629 0.50920 -1.54077
H -1.18515 -1.06398 -0.87462
H 3.90899 -1.70335 -2.47222
H 2.70366 0.15352 -2.24594
P -0.33639 -1.37761 -3.53761
P -0.45165 1.78423 -2.91759
C -0.26845 -0.20940 -4.97579
C -0.96507 1.10169 -4.60228
H -0.77094 -0.70499 -5.82678
H 0.79314 -0.08846 -5.25295
H -0.73672 1.86119 -5.36322
H -2.05452 0.96248 -4.55694
C -1.20448 3.42700 -3.10872
H -0.74948 4.08182 -2.35671
H -2.27267 3.29592 -2.89889
H -1.04816 3.80509 -4.12966
C 1.24708 2.20152 -3.59582
H 1.14330 2.59285 -4.62289
H 1.89854 1.31339 -3.61687
H 1.69697 2.97419 -2.95413
C -2.01781 -2.11282 -3.74450
H -2.20566 -2.82226 -2.92602
H -2.07309 -2.64906 -4.70954
H -2.77398 -1.31606 -3.73086
C 0.66208 -2.78220 -4.29866
H 1.48316 -2.35203 -4.89501
H 0.00870 -3.36619 -4.97400
H 1.08817 -3.48201 -3.56151
F -5.34708 -1.42840 4.58293
C -4.33018 -1.02205 3.74722
C -3.17297 -1.78130 3.66476
C -2.14340 -1.35871 2.82695
C -2.32684 -0.22363 2.00946
C -3.48837 0.59948 2.16662
C -4.49270 0.18053 3.05872
H -3.08950 -2.69772 4.23434
H -1.22595 -1.94378 2.82270
H -3.66771 1.56244 1.66764
H -5.30008 0.88632 3.28110

Atomic partial charges in e from the Mulliken method, atoms 1 to 8: 0.1281, 0.6220, 1.1407, -0.2373, 1.3539, 0.8858, -1.7872, 0.4152

***

Per-record energy relative to the best compared isomer or geometry (same formula, charge and spin), kcal/mol: 20.8 120.2
Per-record F_max, eV/Å: 3.9 4.3